Entry from OMol25: a structure of composition C2H14B2InO2 in a non-equilibrium geometry (ωB97M-V/def2-TZVPD).

Values from the calculation:
ΔE to the lowest compared entry with this formula, charge and spin ... 0.0 kJ/mol
Calculated total energy ... -12912.47239 eV
Expectation value of S² ... 0.768
Lowest unoccupied orbital energy (alpha / beta) ... -0.9 / -5.2 eV
Spin multiplicity ... 2

Geometry (Å):
1 In -0.37 0.02 -1.40
2 B -2.60 -0.58 1.00
3 H -3.60 -0.18 1.10
4 H -1.85 0.20 0.96
5 H -2.35 -1.30 1.76
6 H -2.43 -1.10 0.06
7 B -0.69 1.57 -4.11
8 H -0.65 1.78 -5.17
9 H -0.68 0.51 -3.93
10 H 0.27 1.88 -3.74
11 H -1.46 2.07 -3.54
12 C 1.96 -1.27 1.53
13 C 1.64 0.14 2.15
14 O 1.28 1.05 1.23
15 O 0.78 -1.62 0.82
16 H 2.22 -2.04 2.26
17 H 2.85 -1.22 0.90
18 H 2.51 0.50 2.70
19 H 0.82 0.16 2.87
20 H 1.98 1.72 1.23
21 H 0.36 -2.32 1.33

Entry from OMol25: the molecule C5H11NO in a non-equilibrium geometry (ωB97M-V/def2-TZVPD).

Values from the calculation:
ΔE to the lowest compared entry with this formula, charge and spin ... 153.8 kJ/mol
SMILES ... CC[C@@H](C)NC=O
Calculated total energy ... -8900.10294 eV
Lowest unoccupied orbital energy ... 0.9 eV
Spin multiplicity ... 1

Geometry (Å):
1 C -1.95 0.15 -1.14
2 C -0.90 -0.46 -0.22
3 C 0.44 0.25 0.00
4 C 0.36 1.68 0.61
5 N 1.03 -0.66 0.97
6 C 2.03 -1.38 0.40
7 O 2.52 -1.11 -0.70
8 H -1.84 1.23 -1.28
9 H -1.88 -0.31 -2.13
10 H -2.96 -0.04 -0.77
11 H -1.23 -0.75 0.85
12 H -0.64 -1.46 -0.60
13 H 1.27 0.05 -0.85
14 H 0.62 2.47 -0.10
15 H -0.63 1.93 1.04
16 H 1.07 1.75 1.44
17 H 0.27 -1.12 1.53
18 H 2.42 -2.22 0.97

Entry from OMol25: a structure of composition C5H7NO in a non-equilibrium geometry (ωB97M-V/def2-TZVPD).

Values from the calculation:
ΔE to the lowest compared entry with this formula, charge and spin ... 413.2 kJ/mol
Calculated total energy ... -8831.92019 eV
Lowest unoccupied orbital energy ... 0.9 eV
Spin multiplicity ... 1

Geometry (Å):
1 N 1.49 -1.90 -0.37
2 C 0.85 -0.81 -0.47
3 O 1.37 0.37 -0.98
4 C 0.40 1.42 -0.81
5 C -0.85 0.73 -0.27
6 C -1.01 -0.52 -1.06
7 C -0.34 -0.37 0.51
8 H 2.48 -1.75 -0.53
9 H 0.23 1.89 -1.79
10 H 0.79 2.17 -0.11
11 H -1.70 1.29 0.01
12 H -0.80 -0.47 -2.12
13 H -1.86 -1.13 -0.88
14 H -0.98 -0.95 1.17

Entry from OMol25: the molecule C4H7N3O in a non-equilibrium geometry (ωB97M-V/def2-TZVPD).

Values from the calculation:
ΔE to the lowest compared entry with this formula, charge and spin ... 520.3 kJ/mol
SMILES ... O=CN1C=NCCN1
Calculated total energy ... -10774.35475 eV
Lowest unoccupied orbital energy ... 0.8 eV
Spin multiplicity ... 1

Geometry (Å):
1 O -1.30 1.21 -2.32
2 C -1.43 1.06 -1.13
3 N -0.37 0.63 -0.22
4 C 0.95 0.15 -0.70
5 N 1.68 -0.75 -0.10
6 C 1.38 -1.32 1.13
7 C 0.16 -0.67 2.03
8 N -0.89 -0.23 0.78
9 H -2.45 1.35 -0.53
10 H 1.34 0.70 -1.56
11 H 2.47 -1.15 1.71
12 H 0.92 -2.29 1.05
13 H -0.22 -1.54 2.86
14 H 0.74 0.19 2.75
15 H -1.60 0.22 1.15

Entry from OMol25: a structure of composition C38H52N2O2P2Ti in a non-equilibrium geometry (ωB97M-V/def2-TZVPD).

Values from the calculation:
ΔE to the lowest compared entry with this formula, charge and spin ... 0.0 kJ/mol
Calculated total energy ... -89005.14967 eV
Lowest unoccupied orbital energy ... -7.6 eV
Spin multiplicity ... 1
Total charge ... +2

Geometry (Å):
1 Ti 0.01 -1.02 0.53
2 C -0.87 -2.98 1.23
3 C 0.47 -3.18 0.70
4 C 0.63 -1.86 2.63
5 C -0.76 -2.22 2.44
6 C 1.39 -2.44 1.55
7 C -2.12 -3.66 0.79
8 H -2.05 -4.07 -0.22
9 H -2.98 -2.97 0.81
10 H -2.37 -4.49 1.47
11 C -1.83 -2.19 3.47
12 H -2.77 -2.57 3.07
13 H -1.99 -1.16 3.82
14 H -1.56 -2.80 4.34
15 C 1.25 -1.34 3.87
16 H 1.64 -2.15 4.50
17 H 0.52 -0.77 4.46
18 H 2.08 -0.66 3.64
19 C 2.88 -2.50 1.51
20 H 3.27 -3.21 2.26
21 H 3.32 -1.52 1.74
22 H 3.25 -2.82 0.53
23 C 0.85 -4.29 -0.22
24 H 0.95 -5.24 0.35
25 H 1.82 -4.11 -0.70
26 H 0.10 -4.46 -0.99
27 C -1.58 -0.07 -5.26
28 C -1.74 -1.39 -5.45
29 C -0.98 -2.22 -6.44
30 C 0.50 -1.80 -6.66
31 C 1.26 -1.34 -5.45
32 C 1.40 -0.05 -5.11
33 C 0.68 1.09 -5.75
34 C -0.79 0.80 -6.18
35 H -1.47 -2.20 -7.43
36 H 0.54 -1.03 -7.45
37 H -1.01 -3.27 -6.11
38 H -0.78 0.38 -7.20
39 H -2.20 0.47 -4.55
40 H -2.61 -1.91 -5.01
41 H -1.30 1.77 -6.26
42 H 0.68 1.94 -5.05
43 H 2.14 0.26 -4.36
44 H 1.22 1.43 -6.65
45 H 1.02 -2.69 -7.07
46 H 1.80 -2.14 -4.94
47 P -1.30 -0.91 -1.55
48 C -2.70 0.17 -1.84
49 C -1.50 -2.49 -2.42
50 P 1.66 -0.54 -1.34
51 C 0.17 -0.16 -2.39
52 C 2.53 -1.82 -2.30
53 C 2.78 0.88 -1.36
54 H -2.55 1.09 -1.25
55 H -3.60 -0.35 -1.48
56 H -2.82 0.42 -2.89
57 H -1.44 -2.31 -3.50
58 H -2.49 -2.91 -2.18
59 H -0.73 -3.22 -2.16
60 H 3.09 1.15 -2.38
61 H 3.67 0.61 -0.77
62 H 2.29 1.74 -0.89
63 H 0.05 0.93 -2.50
64 H 0.23 -0.63 -3.37
65 H 3.51 -2.02 -1.83
66 H 2.69 -1.50 -3.33
67 H 1.96 -2.76 -2.31
68 O 0.04 2.05 -0.33
69 C -0.16 2.02 0.89
70 N -0.34 3.14 1.69
71 C -0.37 2.79 3.09
72 C -0.66 1.30 2.95
73 O -1.18 0.65 3.86
74 N -0.32 0.88 1.68
75 C 0.99 2.96 3.76
76 C 1.22 2.28 4.96
77 C 2.44 2.45 5.64
78 C 3.42 3.28 5.10
79 C 3.19 3.95 3.89
80 C 1.98 3.79 3.22
81 C -1.52 3.48 3.81
82 C -1.34 4.17 5.01
83 C -2.45 4.72 5.66
84 C -3.72 4.64 5.07
85 C -3.88 3.99 3.83
86 C -2.77 3.41 3.20
87 H -0.13 4.05 1.32
88 H 0.44 1.65 5.37
89 H 2.58 1.94 6.59
90 H 4.36 3.42 5.63
91 H 3.95 4.61 3.47
92 H 1.79 4.32 2.28
93 H -0.35 4.26 5.44
94 H -2.31 5.22 6.62
95 H -4.58 5.09 5.56
96 H -4.86 3.93 3.35
97 H -2.89 2.91 2.24

Entry from OMol25: a structure of composition C3H2FLiO3Tm in a non-equilibrium geometry (ωB97M-V/def2-TZVPD).

Values from the calculation:
ΔE to the lowest compared entry with this formula, charge and spin ... 36.4 kJ/mol
Calculated total energy ... -41730.84723 eV
Expectation value of S² ... 2.002
Lowest unoccupied orbital energy (alpha / beta) ... -3.6 / -3.9 eV
Spin multiplicity ... 3
Total charge ... +1

Geometry (Å):
1 O -0.67 1.79 -0.02
2 C -1.11 0.76 0.50
3 C 0.27 -0.70 -0.87
4 O -0.88 -0.49 -0.22
5 O -1.63 0.60 1.60
6 C 1.50 -0.56 -0.39
7 Li 0.54 2.08 -1.38
8 F 0.05 -1.09 -2.13
9 H 2.36 -0.83 -1.01
10 H 1.63 -0.28 0.65
11 Tm -2.06 -1.27 3.27

Entry from OMol25: the molecule C2H6BrN3 in a non-equilibrium geometry (ωB97M-V/def2-TZVPD).

Values from the calculation:
ΔE to the lowest compared entry with this formula, charge and spin ... 145.9 kJ/mol
SMILES ... BrN1CCNN1
Calculated total energy ... -76680.34997 eV
Lowest unoccupied orbital energy (alpha / beta) ... -0.1 / 0.0 eV
Spin multiplicity ... 1

Geometry (Å):
1 Br 0.20 -1.13 3.06
2 N 1.02 -0.22 1.25
3 C 0.43 -0.95 0.16
4 C -0.64 -0.05 -0.51
5 N -0.34 1.34 -0.01
6 N 0.71 1.03 1.02
7 H 0.18 -1.88 0.41
8 H 1.14 -1.16 -0.67
9 H -0.69 -0.14 -1.68
10 H -1.63 -0.31 -0.01
11 H 0.31 1.78 -0.80
12 H 1.01 1.75 1.62

Entry from OMol25: a cluster of 2 separate species, C3H10NO2 in total in a non-equilibrium geometry (ωB97M-V/def2-TZVPD).

Values from the calculation:
ΔE to the lowest compared entry with this formula, charge and spin ... 177.6 kJ/mol
Calculated total energy ... -8850.49999 eV
Lowest unoccupied orbital energy ... -3.6 eV
Spin multiplicity ... 1
Total charge ... +1

Geometry (Å):
1 C -3.02 1.51 0.93
2 C 2.69 -2.03 -0.62
3 C -0.81 0.81 0.32
4 N -2.07 0.98 0.04
5 O -0.01 0.26 -0.44
6 O 2.58 -0.66 -0.52
7 H -2.60 1.37 1.89
8 H -3.34 2.59 0.69
9 H -3.91 0.99 0.80
10 H 3.10 -2.48 0.28
11 H 3.22 -2.37 -1.53
12 H 1.64 -2.41 -0.71
13 H -0.42 0.98 1.38
14 H -2.23 0.60 -0.92
15 H 2.66 -0.25 -1.49
16 H 0.97 0.05 -0.20

Entry from OMol25: the ion C5H8NOS2 with charge +1 in a non-equilibrium geometry (ωB97M-V/def2-TZVPD).

Values from the calculation:
ΔE to the lowest compared entry with this formula, charge and spin ... 297.0 kJ/mol
SMILES ... O=[N+]1SS[C@@H]2CCC[C@@H]21
Calculated total energy ... -30512.22047 eV
Lowest unoccupied orbital energy (alpha / beta) ... -6.3 / -6.3 eV
Spin multiplicity ... 1
Total charge ... +1

Geometry (Å):
1 O -0.55 -0.28 2.73
2 N 0.24 -0.02 1.88
3 S 1.44 1.09 2.07
4 S 2.57 0.75 0.42
5 C 1.25 -0.10 -0.46
6 C 0.28 0.71 -1.45
7 C -1.20 0.57 -0.76
8 C -1.19 -0.85 0.05
9 C 0.25 -0.80 0.61
10 H 1.87 -0.92 -0.91
11 H 0.40 0.31 -2.47
12 H 0.60 1.84 -1.34
13 H -2.01 0.48 -1.43
14 H -1.20 1.50 -0.06
15 H -1.96 -0.86 0.77
16 H -1.35 -1.66 -0.72
17 H 0.56 -1.77 1.04

Entry from OMol25: the molecule C4H6 in a non-equilibrium geometry (ωB97M-V/def2-TZVPD).

Values from the calculation:
ΔE to the lowest compared entry with this formula, charge and spin ... 282.6 kJ/mol
SMILES ... C#CCC
Calculated total energy ... -4241.03150 eV
Lowest unoccupied orbital energy ... 0.8 eV
Spin multiplicity ... 1

Geometry (Å):
1 C 2.86 0.03 -0.14
2 C 1.70 -0.10 0.18
3 C 0.00 0.72 0.05
4 C -1.15 -0.35 -0.08
5 H 3.83 -0.05 -0.36
6 H -0.19 1.18 0.99
7 H 0.16 1.47 -0.86
8 H -1.15 -0.97 0.89
9 H -0.88 -1.04 -0.89
10 H -2.05 0.35 -0.25

Entry from OMol25: the molecule C4H6F2O in a non-equilibrium geometry (ωB97M-V/def2-TZVPD).

Values from the calculation:
ΔE to the lowest compared entry with this formula, charge and spin ... 129.7 kJ/mol
SMILES ... CO/C=C\C(F)F
Calculated total energy ... -11726.32349 eV
Lowest unoccupied orbital energy ... 0.8 eV
Spin multiplicity ... 1

Geometry (Å):
1 C 2.24 0.44 0.20
2 O 0.80 0.41 0.09
3 C 0.16 -0.71 -0.30
4 C -1.15 -0.76 -0.38
5 C -1.99 0.28 0.27
6 F -3.22 -0.27 0.46
7 F -2.19 1.39 -0.57
8 H 2.74 -0.13 -0.54
9 H 2.44 1.54 0.05
10 H 2.64 0.17 1.12
11 H 0.84 -1.53 -0.63
12 H -1.62 -1.55 -1.00
13 H -1.68 0.72 1.22

Entry from OMol25: the molecule C3H5FO2S in a non-equilibrium geometry (ωB97M-V/def2-TZVPD).

Values from the calculation:
ΔE to the lowest compared entry with this formula, charge and spin ... 248.4 kJ/mol
Calculated total energy ... -20832.09332 eV
Expectation value of S² ... 2.013
Lowest unoccupied orbital energy (alpha / beta) ... 0.8 / -3.6 eV
Spin multiplicity ... 3

Geometry (Å):
1 C -0.40 -1.12 -2.00
2 C 0.23 -0.54 -1.05
3 C 0.32 0.55 2.11
4 O -1.21 1.70 -1.13
5 O -0.62 0.67 1.07
6 F 1.42 -1.03 -0.61
7 S -0.06 1.19 -0.41
8 H -0.28 -2.10 -2.54
9 H -1.23 -0.59 -2.56
10 H 0.95 -0.53 2.05
11 H -0.16 0.41 3.06
12 H 1.04 1.39 2.02